Record 1
{
  "formula": "C6H14O",
  "method": "wB97M-V/def2-TZVPD",
  "de_lowest_ev": 1.755,
  "multiplicity": 1,
  "homo_lumo_gap_ev": 11.841,
  "e_lumo_ha": 0.036,
  "total_energy_ha": -312.19054,
  "homo_ev": -10.87,
  "elements": ["H", "H", "C", "C", "H", "H", "H", "H", "C", "H", "H", "C", "H", "H", "H", "O", "H", "H", "C", "C", "H"],
  "xyz": [[-0.7859, -1.3014, -1.0724], [0.4093, -1.0927, 2.2890], [0.8547, 0.0002, 0.0004], [2.1653, 0.7599, 0.3272], [-3.2167, -0.7603, -0.8826], [-2.8239, 0.9710, -1.0982], [-0.2424, 1.6636, -0.6996], [1.9051, -0.9470, 2.2691], [-1.0989, -0.2975, -0.7551], [-0.9559, -1.0709, 1.2952], [2.1161, 1.5100, 1.1201], [-2.4857, -0.0517, -1.2837], [-2.4363, -0.2053, -2.3681], [0.4133, 0.7603, -2.1013], [2.4559, 1.3039, -0.5873], [1.2162, -1.5773, 2.4978], [-0.9911, 0.6984, 1.2027], [3.0149, 0.0926, 0.5285], [-0.6222, -0.2082, 0.6996], [0.0251, 0.6676, -1.0872], [1.1606, -0.9954, -0.3462]]
}

=====

Record 2
{
  "formula": "C6H14O",
  "method": "wB97M-V/def2-TZVPD",
  "de_lowest_ev": 0.694,
  "multiplicity": 1,
  "homo_lumo_gap_ev": 10.681,
  "e_lumo_ha": 0.035,
  "total_energy_ha": -312.22953,
  "homo_ev": -9.74,
  "elements": ["C", "H", "C", "H", "H", "H", "H", "H", "C", "O", "H", "H", "H", "H", "H", "H", "C", "H", "C", "H", "C"],
  "xyz": [[0.8991, -1.0026, -0.2659], [3.1273, 1.3255, 0.8245], [-2.3414, 0.5237, 1.0704], [-2.8542, -0.8922, -1.2605], [-3.3643, 0.1311, 1.0396], [3.1366, -0.3128, 0.1317], [2.7015, 1.0919, -0.8933], [0.3696, 0.2185, 1.4060], [3.3353, 0.7387, -0.0734], [1.1858, -2.0241, 0.3113], [-2.3576, 1.5376, 0.6529], [-2.0399, 0.5937, 2.1215], [-1.7716, 0.4484, -1.6860], [4.3819, 0.8498, -0.3572], [-1.4195, -1.3792, 0.7520], [1.1822, -0.8565, -1.3295], [-1.4007, -0.3853, 0.2868], [0.1880, 1.0396, -0.1656], [0.0629, 0.0850, 0.3629], [-1.1828, -1.2194, -1.7228], [-1.8283, -0.5219, -1.1764]]
}

=====

Record 3
{
  "formula": "C6H14O",
  "method": "wB97M-V/def2-TZVPD",
  "de_lowest_ev": 2.655,
  "multiplicity": 1,
  "homo_lumo_gap_ev": 10.203,
  "e_lumo_ha": 0.031,
  "total_energy_ha": -312.15746,
  "homo_ev": -9.35,
  "elements": ["H", "H", "H", "H", "C", "H", "H", "C", "C", "H", "H", "H", "H", "H", "H", "C", "H", "O", "H", "C", "C"],
  "xyz": [[1.3194, 1.2224, 0.6323], [-1.3879, 0.1322, 0.6672], [0.4444, -2.9166, 0.5396], [1.4084, -2.3728, 1.9126], [0.5990, -0.7543, 0.6987], [0.1372, 0.8172, 2.1396], [-1.2127, -1.2328, -0.4026], [-0.3199, 0.5725, -1.2162], [-1.5280, 1.1784, -1.9335], [-0.3599, -2.2807, 1.9840], [-1.9522, 2.0192, -1.3773], [-1.2683, 1.5075, -2.9413], [1.7847, 0.2111, 2.2649], [0.9512, 2.5619, -0.8591], [0.3948, 0.1176, -1.8704], [1.0022, 0.4685, 1.5331], [1.3729, -0.8323, -0.0772], [1.1457, 1.6079, -0.9484], [-2.3657, 0.4604, -2.0438], [-0.6742, -0.3368, -0.0311], [0.5089, -2.1504, 1.3287]]
}

=====

Record 4
{
  "formula": "C6H14O",
  "method": "wB97M-V/def2-TZVPD",
  "de_lowest_ev": 0.803,
  "multiplicity": 1,
  "homo_lumo_gap_ev": 11.188,
  "e_lumo_ha": 0.038,
  "total_energy_ha": -312.22551,
  "homo_ev": -10.15,
  "elements": ["C", "C", "H", "O", "H", "H", "H", "H", "H", "C", "H", "H", "C", "H", "H", "C", "C", "H", "H", "H", "H"],
  "xyz": [[-0.0369, 0.3948, -0.3105], [2.5121, 0.8196, 0.0283], [2.6510, 1.4090, -0.8767], [-3.1882, -0.0658, -0.3554], [3.0972, 1.2279, 0.8550], [-1.5196, 0.2838, 1.2351], [-3.7768, -0.4412, -1.0227], [-0.5513, 1.1412, -0.9192], [0.4410, -0.2661, -1.0397], [2.8396, -0.6584, -0.0946], [2.2350, -1.1842, 0.6462], [-1.8069, -1.2899, -1.2731], [1.0656, 1.0752, 0.5279], [-0.4342, -1.1827, 1.0234], [-2.5131, -1.9498, 0.1716], [-1.0019, -0.4008, 0.5663], [-2.1144, -1.0305, -0.2523], [2.6244, -1.0722, -1.0682], [3.9022, -0.8541, 0.0516], [1.0088, 0.7051, 1.5563], [0.9235, 2.1562, 0.5775]]
}